(1)
{"formula": "C52H116N4O7", "method": "ωB97M-V with the def2-TZVPD basis set", "symbols": ["C", "C", "C", "O", "C", "H", "H", "H", "H", "H", "H", "H", "H", "C", "C", "C", "O", "C", "H", "H", "H", "H", "H", "H", "H", "H", "C", "C", "C", "O", "C", "H", "H", "H", "H", "H", "H", "H", "H", "C", "C", "C", "O", "C", "H", "H", "H", "H", "H", "H", "H", "H", "C", "C", "C", "O", "C", "H", "H", "H", "H", "H", "H", "H", "H", "C", "C", "C", "O", "C", "H", "H", "H", "H", "H", "H", "H", "H", "C", "C", "C", "O", "C", "H", "H", "H", "H", "H", "H", "H", "H", "C", "C", "N", "C", "C", "C", "C", "H", "H", "H", "H", "H", "H", "H", "H", "H", "H", "H", "H", "H", "H", "H", "C", "C", "N", "C", "C", "C", "C", "H", "H", "H", "H", "H", "H", "H", "H", "H", "H", "H", "H", "H", "H", "H", "C", "C", "N", "C", "C", "C", "C", "H", "H", "H", "H", "H", "H", "H", "H", "H", "H", "H", "H", "H", "H", "H", "C", "C", "N", "C", "C", "C", "C", "H", "H", "H", "H", "H", "H", "H", "H", "H", "H", "H", "H", "H", "H", "H"], "positions_angstrom": [[-5.33578, 3.43290, 4.67139], [-5.67644, 4.14070, 3.42602], [-5.94390, 5.57959, 3.92799], [-6.56677, 5.38807, 5.17566], [-6.38752, 4.00170, 5.56355], [-4.32507, 3.71639, 4.96502], [-5.48045, 2.35331, 4.63089], [-6.64740, 3.80206, 3.06454], [-4.93158, 4.28345, 2.64314], [-6.69258, 6.06135, 3.29912], [-5.04862, 6.20079, 3.95390], [-7.36010, 3.57173, 5.32415], [-6.26468, 3.94991, 6.64536], [-3.48985, 1.32961, -5.82954], [-3.29102, 1.09555, -4.30224], [-3.40546, 2.53847, -3.72259], [-4.00904, 3.35727, -4.65966], [-4.42782, 2.53156, -5.72854], [-3.94687, 0.46937, -6.31865], [-2.61089, 1.56301, -6.43041], [-2.33158, 0.62903, -4.07878], [-4.07121, 0.39107, -4.01399], [-2.39251, 2.92389, -3.60647], [-3.80434, 2.49820, -2.70899], [-4.32237, 3.06156, -6.67515], [-5.43472, 2.16963, -5.52055], [1.71276, 6.79057, -4.12109], [0.58340, 6.42466, -5.11824], [1.04637, 5.20772, -5.84666], [2.02914, 4.65377, -4.96571], [2.27427, 5.42082, -3.79010], [1.31602, 7.30604, -3.24644], [2.44455, 7.39267, -4.65963], [0.46897, 7.21036, -5.86501], [-0.34461, 6.24687, -4.57481], [1.49519, 5.46465, -6.80616], [0.20216, 4.54099, -6.02240], [3.35043, 5.43929, -3.61791], [1.68008, 4.97840, -2.99054], [4.76889, -5.31180, -1.36030], [5.36103, -6.28245, -0.40768], [6.78881, -6.32316, -0.92261], [6.70207, -6.15136, -2.31639], [5.40055, -5.76115, -2.68839], [5.12268, -4.30103, -1.15712], [3.67891, -5.31794, -1.35608], [4.87126, -7.25187, -0.49960], [5.34547, -6.02591, 0.65160], [7.24300, -7.28111, -0.66933], [7.47205, -5.62793, -0.43481], [4.94397, -6.67569, -3.06688], [5.40388, -4.95016, -3.41666], [5.21635, -0.49436, 4.67234], [5.24214, -1.98393, 4.53287], [6.77003, -2.25970, 4.57970], [7.41024, -1.02192, 4.94399], [6.41758, -0.17940, 5.54956], [4.31737, -0.14181, 5.17796], [5.30818, -0.00057, 3.70496], [4.70151, -2.35339, 3.66148], [4.77702, -2.48661, 5.38085], [7.13230, -2.57885, 3.60246], [7.06078, -2.90687, 5.40718], [6.82504, 0.83072, 5.50792], [6.33539, -0.46456, 6.59839], [0.10756, -0.53740, 1.59446], [0.76810, -0.67170, 0.22943], [1.03560, 0.74914, -0.11827], [0.19856, 1.58109, 0.68457], [-0.63873, 0.82176, 1.55309], [0.87359, -0.52575, 2.36980], [-0.57775, -1.35220, 1.82804], [0.00536, -1.15082, -0.38439], [1.62839, -1.32904, 0.10331], [0.83876, 0.86723, -1.18382], [2.08272, 0.99038, 0.06458], [-1.58723, 0.78002, 1.01765], [-0.84404, 1.24157, 2.53782], [-2.06778, -4.85662, -5.40008], [-2.07318, -5.14598, -6.88230], [-0.92178, -6.04608, -7.04472], [0.03560, -5.65323, -6.15966], [-0.64033, -5.24233, -4.98541], [-2.71717, -5.45069, -4.75707], [-2.30903, -3.84454, -5.07515], [-1.88400, -4.23755, -7.45420], [-2.98643, -5.61620, -7.24690], [-0.59585, -6.07984, -8.08429], [-1.22062, -7.08722, -6.92293], [-0.05696, -4.44380, -4.52702], [-0.70902, -6.04928, -4.25590], [10.94020, 3.59844, -0.44805], [10.39194, 2.70162, -1.55487], [9.04345, 2.13483, -1.29394], [9.05112, 1.27713, -0.10043], [9.71796, -0.09639, -0.33507], [8.51110, 1.53843, -2.50897], [7.04854, 1.12736, -2.36866], [11.95079, 3.95863, -0.64064], [11.02087, 3.10950, 0.52279], [10.27283, 4.44830, -0.30512], [10.22670, 3.34146, -2.42171], [11.10546, 1.93398, -1.85437], [8.02241, 1.10904, 0.21832], [9.45621, 1.78760, 0.77330], [9.72060, -0.69154, 0.57811], [10.71950, 0.01276, -0.75115], [9.17337, -0.70685, -1.05538], [8.58212, 2.30625, -3.27937], [9.11926, 0.69957, -2.84744], [6.71369, 0.82254, -3.36015], [6.90950, 0.38434, -1.58335], [6.44448, 1.99719, -2.11057], [-6.42244, -8.35113, -0.89278], [-6.75896, -7.14449, -0.06191], [-5.57462, -6.37026, 0.27712], [-6.02000, -5.32578, 1.12499], [-4.95011, -4.27383, 1.45823], [-4.40397, -7.09812, 0.75549], [-4.64852, -7.73553, 2.14877], [-7.32585, -8.88079, -1.19509], [-5.75393, -9.04931, -0.38905], [-5.92393, -8.02333, -1.80500], [-7.44939, -6.50843, -0.61584], [-7.22558, -7.58468, 0.81934], [-6.86823, -4.79015, 0.69872], [-6.46059, -5.72254, 2.03963], [-4.14565, -4.71532, 2.04647], [-4.48880, -3.95073, 0.52502], [-5.35594, -3.41051, 1.98557], [-3.59696, -6.36574, 0.77732], [-4.05560, -7.79916, -0.00298], [-3.78490, -8.27882, 2.53231], [-5.56550, -8.32181, 2.20814], [-4.82720, -6.93229, 2.86358], [2.53235, 5.58453, 4.11622], [3.83503, 5.13954, 3.42653], [4.45080, 6.21673, 2.62661], [4.89519, 7.38069, 3.39409], [6.00970, 7.03190, 4.39020], [5.52370, 5.63350, 1.86735], [6.12483, 6.57167, 0.85950], [1.80068, 4.78190, 4.20866], [2.02904, 6.39064, 3.58239], [2.77502, 6.01430, 5.08807], [4.52018, 4.73758, 4.17291], [3.56655, 4.28223, 2.80923], [5.24221, 8.09498, 2.64745], [4.08088, 7.84719, 3.94851], [5.80381, 6.17089, 5.02610], [6.97595, 6.90115, 3.90299], [6.24499, 7.77405, 5.15306], [5.09532, 4.82712, 1.27209], [6.25891, 5.26763, 2.58408], [6.77997, 7.29004, 1.35228], [5.33935, 7.15500, 0.37902], [6.64546, 6.04154, 0.06200], [-8.26621, -0.02694, 0.05701], [-9.74978, -0.14299, 0.36617], [-9.93529, -1.12999, 1.46175], [-11.35653, -1.54567, 1.59896], [-11.65867, -2.68158, 0.63278], [-9.41152, -0.50973, 2.68713], [-9.49108, -1.55449, 3.80817], [-7.79739, -0.93792, -0.31502], [-7.64034, 0.42025, 0.82926], [-8.22588, 0.61587, -0.82234], [-10.16627, 0.82563, 0.64259], [-10.27340, -0.42236, -0.54809], [-11.70588, -1.82818, 2.59205], [-11.95813, -0.65860, 1.40072], [-10.96017, -3.50049, 0.80476], [-12.70314, -2.93519, 0.81406], [-11.58771, -2.45584, -0.43123], [-9.82082, 0.45658, 2.98178], [-8.34304, -0.38320, 2.51266], [-8.72480, -1.27919, 4.53284], [-9.19245, -2.56623, 3.53376], [-10.51785, -1.58099, 4.17305]], "fmax_ev_per_a": 2.8, "lumo_ev": 0.031, "smiles": "CCN(CC)CC.CCN(CC)CC.CCN(CC)CC.CCN(CC)CC.C1CCOC1.C1CCOC1.C1CCOC1.C1CCOC1.C1CCOC1.C1CCOC1.C1CCOC1", "orbital_gap_ev": 8.27, "homo_ha": -0.3027, "de_lowest_kcal_mol": 66.0}

=====

(2)
{"formula": "C8H29NNbO10P2S", "method": "ωB97M-V with the def2-TZVPD basis set", "symbols": ["C", "S", "O", "O", "Nb", "C", "N", "H", "H", "H", "H", "H", "H", "H", "H", "H", "H", "H", "C", "O", "P", "O", "O", "C", "O", "C", "H", "H", "H", "H", "H", "H", "H", "H", "H", "C", "O", "P", "O", "O", "C", "O", "C", "H", "H", "H", "H", "H", "H", "H", "H", "H"], "positions_angstrom": [[3.83454, 2.86882, 1.54028], [2.71343, 3.04249, 0.13659], [3.41218, 3.88797, -0.83751], [2.45790, 1.71278, -0.44235], [0.57886, 4.40296, 0.81912], [-0.53315, 2.67870, 1.72626], [-0.47396, 1.53648, 0.79178], [3.23080, 2.95190, 2.44256], [4.31049, 1.89100, 1.53632], [4.55409, 3.67959, 1.55052], [1.20871, 4.70771, 2.53860], [1.38307, 5.99196, 0.36451], [-0.05878, 4.07272, -0.89581], [-0.89255, 5.41160, 1.10519], [-1.58254, 2.97460, 1.82892], [-0.23457, 2.37960, 2.72916], [-0.42427, 1.89229, -0.15875], [0.38207, 1.04182, 1.00735], [-3.35175, -0.18964, 0.90518], [-4.60033, 0.55152, 0.81395], [-5.75921, -0.03454, -0.13513], [-6.40213, 1.11612, -0.77761], [-6.64561, -0.71692, 1.02503], [-6.82033, -0.08667, 2.28489], [-5.96946, -1.32612, -1.07078], [-5.02714, -1.51609, -2.14471], [-2.69013, 0.32727, 1.59038], [-3.54199, -1.19742, 1.28618], [-2.86992, -0.24473, -0.06954], [-7.04487, 0.97482, 2.17653], [-5.93652, -0.22279, 2.90813], [-7.66172, -0.57730, 2.77101], [-4.01118, -1.62687, -1.76389], [-5.07117, -0.67642, -2.84019], [-5.30622, -2.42780, -2.66470], [4.01269, -1.25287, -0.19673], [3.58142, -2.63435, -0.03354], [3.28934, -3.48738, -1.36507], [2.12837, -4.33607, -1.07239], [4.68828, -4.28780, -1.40725], [5.30392, -4.76005, -0.22016], [3.36266, -3.24296, -2.94866], [2.56209, -2.16552, -3.48319], [4.17680, -0.83458, 0.79070], [4.95005, -1.21360, -0.75728], [3.25168, -0.66404, -0.70651], [4.58434, -5.24190, 0.44280], [5.80951, -3.94628, 0.30022], [6.05186, -5.49206, -0.51978], [2.85157, -1.20680, -3.05253], [1.50403, -2.35084, -3.29339], [2.73479, -2.13429, -4.55471]], "fmax_ev_per_a": 4.8, "lumo_ev": 1.725, "orbital_gap_ev": 6.93, "charge": -1, "homo_ha": -0.1914}

=====

(3)
{"formula": "C6H10N3O", "method": "ωB97M-V with the def2-TZVPD basis set", "symbols": ["C", "C", "C", "C", "C", "C", "N", "N", "N", "O", "H", "H", "H", "H", "H", "H", "H", "H", "H", "H"], "positions_angstrom": [[-0.06848, 1.63730, 2.03581], [1.21264, 1.28358, 1.63933], [-1.08754, 1.60229, 1.09479], [-0.42773, -2.70264, -0.86911], [0.34728, 0.92167, -0.52787], [1.43921, 0.92169, 0.31499], [-0.88108, 1.22913, -0.15897], [-1.19811, -2.18350, 0.07563], [0.45598, 0.47357, -1.90865], [0.21500, -2.07257, -1.70071], [-0.26752, 1.92840, 3.05486], [2.02839, 1.28446, 2.34567], [-2.10646, 1.86656, 1.33801], [-0.37557, -3.79523, -0.86261], [2.42390, 0.64861, -0.02677], [-1.73016, -2.77698, 0.69047], [-1.36477, -1.18706, 0.13957], [0.32608, -0.65242, -1.88510], [-0.30463, 0.88174, -2.46222], [1.36357, 0.69138, -2.32712]], "fmax_ev_per_a": 0.8, "lumo_ev": -3.069, "orbital_gap_ev": 10.88, "charge": 1, "homo_ha": -0.5127, "de_lowest_kcal_mol": 2.9}